w) The following is a DFT calculation (ωB97M-V/def2-TZVPD) of a cluster of 2 separate species, CH3NO2 in total.

Bonds (Å) are listed after each position.
Geometry (Å):
1 C -2.766 0.707 0.771  N2 1.502, H5 1.089, H7 1.007
2 N -1.898 -0.519 0.721  C1 1.502, O3 1.346, O4 1.267
3 O -0.770 -0.407 -0.004  N2 1.346
4 O -2.128 -1.537 1.440  N2 1.267
5 H -3.787 0.570 1.126  C1 1.089
6 H 13.988 -0.177 -4.073  no bonds
7 H -2.639 1.363 0.018  C1 1.007

Properties
- net charge = -2
- HOMO-LUMO gap (hartree) = 0.1580

=====

x) The following is a DFT calculation (ωB97M-V/def2-TZVPD) of a cluster of 2 separate species, CH3NO2 in total.

Bonds (Å) are listed after each position.
Geometry (Å):
1 C 1.450 0.292 0.112  N2 1.313, H5 1.102, H7 1.115
2 N 1.191 1.062 1.145  C1 1.313, O3 1.240, O4 1.454
3 O 0.281 0.826 1.952  N2 1.240
4 O 2.162 2.112 1.409  N2 1.454
5 H 2.314 0.765 -0.382  C1 1.102
6 H -8.538 -4.280 -4.262  no bonds
7 H 1.140 -0.776 0.025  C1 1.115

Properties
- net charge = -2
- HOMO-LUMO gap (hartree) = 0.1590

=====

Top of the stability list: w), leading by 4.1 kcal/mol.

=====

w) The following is a DFT calculation (ωB97M-V/def2-TZVPD) of the molecule C2H3FO2.

Bonds (Å) are listed after each position.
Geometry (Å):
1 C -0.394 0.516 -0.471  C2 1.584, O3 1.405, H6 1.064, H7 1.010
2 C 0.646 -0.468 0.207  C1 1.584, O4 1.572, F5 1.304, H8 1.091
3 O -1.349 0.286 0.534  C1 1.405, O4 1.483
4 O -0.533 -0.756 1.205  C2 1.572, O3 1.483
5 F 1.658 0.065 0.833  C2 1.304
6 H -0.255 1.568 -0.550  C1 1.064
7 H -0.638 0.151 -1.381  C1 1.010
8 H 0.866 -1.363 -0.377  C2 1.091

Properties
- net charge = 0
- HOMO-LUMO gap (hartree) = 0.3979
- SMILES = F[C@@H]1COO1

=====

x) The following is a DFT calculation (ωB97M-V/def2-TZVPD) of a cluster of 2 separate species, C2H3FO2 in total.

Bonds (Å) are listed after each position.
Geometry (Å):
1 C -0.681 0.425 -1.711  O3 1.199, H6 1.094, H7 1.055
2 C 0.660 -0.220 2.472  O4 1.276, F5 1.346
3 O 0.130 -0.162 -1.051  C1 1.199
4 O 0.952 -1.202 1.710  C2 1.276, H8 0.942
5 F 0.182 0.800 1.735  C2 1.346
6 H -1.008 1.386 -1.305  C1 1.094
7 H -0.979 0.045 -2.650  C1 1.055
8 H 0.745 -1.073 0.800  O4 0.942

Properties
- net charge = 0
- HOMO-LUMO gap (hartree) = 0.3724

=====

y) The following is a DFT calculation (ωB97M-V/def2-TZVPD) of the molecule C2H3FO2.

Bonds (Å) are listed after each position.
Geometry (Å):
1 C -0.163 0.526 0.509  C2 1.475, O3 1.413, H6 1.146, H7 1.014
2 C 0.599 -0.561 -0.133  C1 1.475, O3 1.583, O4 1.350, F5 1.332
3 O -0.280 -0.716 1.175  C1 1.413, C2 1.583
4 O 0.137 -1.077 -1.292  C2 1.350, H8 0.963
5 F 1.855 -0.839 0.215  C2 1.332
6 H 0.293 1.377 1.127  C1 1.146
7 H -0.966 0.830 -0.031  C1 1.014
8 H -0.624 -1.629 -1.085  O4 0.963

Properties
- net charge = 0
- HOMO-LUMO gap (hartree) = 0.4181
- SMILES = O[C@@]1(F)CO1

=====

Top of the stability list: y), leading by 20.0 kcal/mol.

=====

w) The following is a DFT calculation (ωB97M-V/def2-TZVPD) of a cluster of 2 separate species, C8H19NO in total.

Bonds (Å) are listed after each position.
Geometry (Å):
1 C 2.919 -1.015 -1.039  C2 1.539, C3 1.524, H4 1.091, H5 1.076
2 C 2.142 -2.240 -0.524  C1 1.539, H6 1.107, H7 1.131, H9 1.096
3 C 2.246 -0.310 -2.210  C1 1.524, H8 1.081, H10 1.093, H11 1.096
4 H 3.875 -1.383 -1.412  C1 1.091
5 H 3.000 -0.297 -0.241  C1 1.076
6 H 2.739 -3.114 -0.201  C2 1.107
7 H 1.564 -1.910 0.391  C2 1.131
8 H 1.252 -0.680 -2.420  C3 1.081
9 H 1.471 -2.697 -1.261  C2 1.096
10 H 2.806 -0.357 -3.148  C3 1.093
11 H 2.296 0.779 -2.105  C3 1.096
12 C -1.487 1.611 1.609  C13 1.500, N18 1.507, H19 1.095, H20 1.080
13 C -0.965 2.872 0.988  C12 1.500, H21 1.221, H22 1.088, H25 1.087
14 C 0.409 -0.078 1.485  N18 1.460, H23 1.080, H26 1.107, H27 1.086
15 C -0.942 -1.047 -0.985  C16 1.499, H24 1.127, H28 1.077, H29 1.105
16 C -1.692 -0.246 0.036  C15 1.499, O17 1.215, N18 1.404
17 O -2.853 0.111 -0.004  C16 1.215
18 N -0.847 0.424 0.935  C12 1.507, C14 1.460, C16 1.404
19 H -1.220 1.547 2.669  C12 1.095
20 H -2.517 1.301 1.521  C12 1.080
21 H -0.319 2.485 0.026  C13 1.221
22 H -0.751 3.574 1.791  C13 1.088
23 H 0.697 0.612 2.263  C14 1.080
24 H -1.767 -1.654 -1.456  C15 1.127
25 H -1.535 3.487 0.295  C13 1.087
26 H 0.189 -1.149 1.660  C14 1.107
27 H 1.065 -0.204 0.628  C14 1.086
28 H -0.725 -0.427 -1.838  C15 1.077
29 H -0.187 -1.679 -0.485  C15 1.105

Properties
- net charge = 0
- HOMO-LUMO gap (hartree) = 0.3539
- SMILES = CCN(C)C(C)=O.CCC

=====

x) The following is a DFT calculation (ωB97M-V/def2-TZVPD) of a cluster of 3 separate species, C8H19NO in total.

Bonds (Å) are listed after each position.
Geometry (Å):
1 C 1.531 1.286 -0.769  C3 1.497, C4 1.366, H6 1.080
2 C 0.702 -0.618 0.973  C5 1.516, H7 1.087, H8 1.090
3 C 0.886 2.523 -0.226  C1 1.497, H10 1.091, H11 1.095, H12 1.092
4 C 1.293 0.812 -2.028  C1 1.366, H9 1.082, H14 1.085
5 C 1.757 -1.666 0.676  C2 1.516, H15 1.095, H16 1.093, H17 1.095
6 H 2.397 0.932 -0.229  C1 1.080
7 H 1.113 0.303 1.379  C2 1.087
8 H 0.066 -0.921 1.805  C2 1.090
9 H 2.033 0.194 -2.521  C4 1.082
10 H -0.048 2.752 -0.742  C3 1.091
11 H 1.564 3.372 -0.359  C3 1.095
12 H 0.665 2.426 0.839  C3 1.092
13 H 0.223 -0.428 -1.773  O22 1.074
14 H 0.602 1.339 -2.677  C4 1.085
15 H 1.637 -2.117 -0.314  C5 1.095
16 H 2.764 -1.243 0.686  C5 1.093
17 H 1.733 -2.509 1.375  C5 1.095
18 C -1.867 0.139 -0.188  C19 1.524, C20 1.522, H25 1.088, H26 1.096
19 C -2.344 0.511 1.211  C18 1.524, H27 1.091, H28 1.088, H29 1.090
20 C -0.914 -1.044 -0.279  C18 1.522, N21 1.393, O22 1.331
21 N -1.412 -2.227 0.262  C20 1.393, H23 1.014, H24 1.012
22 O -0.407 -1.252 -1.492  H13 1.074, C20 1.331
23 H -0.919 -3.047 -0.077  N21 1.014
24 H -1.533 -2.232 1.267  N21 1.012
25 H -1.381 0.988 -0.665  C18 1.088
26 H -2.728 -0.116 -0.815  C18 1.096
27 H -2.869 -0.319 1.685  C19 1.091
28 H -1.509 0.811 1.842  C19 1.088
29 H -3.038 1.349 1.153  C19 1.090

Properties
- net charge = 0
- HOMO-LUMO gap (hartree) = 0.3162

=====

Top of the stability list: w), leading by 11.8 kcal/mol.

=====

w) The following is a DFT calculation (ωB97M-V/def2-TZVPD) of a cluster of 2 separate species, C8H19NO in total.

Bonds (Å) are listed after each position.
Geometry (Å):
1 C -2.030 2.517 -0.535  C2 1.511, H9 1.079, H10 1.123, H11 1.115
2 C -1.438 1.218 -0.041  C1 1.511, C3 1.498, H12 1.081, H13 1.081
3 C -2.360 0.076 -0.339  C2 1.498, C4 1.536, H14 1.096, H15 1.106
4 C -1.933 -1.278 0.249  C3 1.536, C5 1.508, H16 1.112, H17 1.078
5 C -2.861 -2.412 -0.108  C4 1.508, H18 1.092, H19 1.108, H20 1.076
6 C 4.629 -0.155 -0.559  C7 1.449, H21 1.191, H22 1.223, H23 1.132
7 C 3.215 -0.326 -0.296  C6 1.449, N28 1.263, O29 1.257
8 C 1.602 0.004 1.228  H25 1.193, H26 1.232, H27 1.201, N28 1.418
9 H -2.100 2.410 -1.607  C1 1.079
10 H -3.065 2.636 -0.117  C1 1.123
11 H -1.394 3.403 -0.306  C1 1.115
12 H -1.330 1.312 1.030  C2 1.081
13 H -0.422 1.096 -0.391  C2 1.081
14 H -3.351 0.364 0.027  C3 1.096
15 H -2.542 -0.051 -1.423  C3 1.106
16 H -1.878 -1.232 1.359  C4 1.112
17 H -0.943 -1.524 -0.099  C4 1.078
18 H -3.007 -2.484 -1.188  C5 1.092
19 H -2.463 -3.371 0.278  C5 1.108
20 H -3.838 -2.317 0.332  C5 1.076
21 H 5.143 0.812 -0.090  C6 1.191
22 H 4.824 -0.245 -1.764  C6 1.223
23 H 5.055 -1.183 -0.353  C6 1.132
24 H 3.245 1.432 0.894  N28 1.116
25 H 1.347 -1.157 1.124  C8 1.193
26 H 1.657 0.388 2.398  C8 1.232
27 H 0.925 0.782 0.614  C8 1.201
28 N 2.794 0.453 0.605  C7 1.263, C8 1.418, H24 1.116
29 O 2.519 -1.166 -0.921  C7 1.257

Properties
- net charge = 0
- HOMO-LUMO gap (hartree) = 0.3634
- SMILES = CNC(C)=O.CCCCC

=====

x) The following is a DFT calculation (ωB97M-V/def2-TZVPD) of a cluster of 2 separate species, C8H19NO in total.

Bonds (Å) are listed after each position.
Geometry (Å):
1 C 0.848 -1.974 1.011  C2 1.441, H9 1.085, H10 1.100, H11 1.061
2 C 1.320 -1.192 -0.104  C1 1.441, N28 1.402, O29 1.245
3 C 2.987 0.689 -0.334  H13 1.054, H14 1.179, H15 1.119, N28 1.416
4 C -3.381 -1.247 -0.051  C5 1.579, H16 1.149, H17 1.123, H18 1.064
5 C -2.267 -0.219 -0.494  C4 1.579, C6 1.492, H19 1.088, H20 1.097
6 C -1.755 0.775 0.493  C5 1.492, C7 1.590, H21 1.114, H22 1.221
7 C -0.753 1.646 -0.384  C6 1.590, C8 1.565, H23 1.047, H24 1.125
8 C -0.094 2.773 0.480  C7 1.565, H25 1.051, H26 1.018, H27 1.112
9 H 0.934 -1.610 2.029  C1 1.085
10 H 1.440 -2.885 1.182  C1 1.100
11 H -0.146 -2.313 0.863  C1 1.061
12 H 2.506 -0.489 1.286  N28 0.942
13 H 2.842 0.391 -1.334  C3 1.054
14 H 2.430 1.725 -0.264  C3 1.179
15 H 4.059 0.880 -0.078  C3 1.119
16 H -2.942 -1.970 0.728  C4 1.149
17 H -4.334 -0.902 0.432  C4 1.123
18 H -3.663 -1.818 -0.903  C4 1.064
19 H -2.650 0.404 -1.300  C5 1.088
20 H -1.408 -0.831 -0.794  C5 1.097
21 H -2.638 1.277 0.951  C6 1.114
22 H -1.276 0.371 1.541  C6 1.221
23 H -1.317 2.058 -1.164  C7 1.047
24 H -0.057 0.940 -0.915  C7 1.125
25 H 0.462 2.297 1.234  C8 1.051
26 H 0.432 3.409 -0.116  C8 1.018
27 H -0.880 3.436 0.902  C8 1.112
28 N 2.343 -0.358 0.368  C2 1.402, C3 1.416, H12 0.942
29 O 1.046 -1.170 -1.319  C2 1.245

Properties
- net charge = 0
- HOMO-LUMO gap (hartree) = 0.3791
- SMILES = CNC(C)=O.CCCCC

=====

Top of the stability list: x), leading by 24.0 kcal/mol.